# 1
The following is a quantum chemistry calculation of an isolated ion of composition C6H12N3 and charge +1 in a non-equilibrium geometry, from OMol25.

The calculation puts the HOMO energy at -13.7977 eV. The structure (SMILES) is N[C@]1(C2CC2)C=C[NH2+]N1. The spin multiplicity is 1. The charge is +1. The calculation puts the molar mass at 126.18 g mol⁻¹.

Positions of all 21 atoms, in Å:
H 2.5611 -1.1159 -1.0294
C 2.0689 -0.1905 -0.6812
H 2.1390 0.7092 -1.4178
N -2.0246 -0.8515 -0.5938
H -0.1250 1.8354 -1.2774
C 0.8643 -0.4924 0.1900
H 2.2528 1.0097 1.1197
N -0.1769 1.3462 1.4474
H -1.3830 -1.4621 1.2653
H -1.1082 1.7759 1.5739
C 2.2135 0.0056 0.8080
H -2.2302 0.2852 -2.3587
C -0.7018 1.0336 -0.8162
H -1.6562 -1.7400 -1.1123
H 0.7406 -1.5451 0.2153
H 0.1576 0.9646 2.2343
C -1.5710 0.2497 -1.4099
C -0.3375 0.3724 0.5013
H -2.9916 -0.9022 -0.6032
H 2.8616 -0.6852 1.2311
N -1.5535 -0.6026 0.7138

# 2
The following is a quantum chemistry calculation of an isolated ion of composition C6H12N3 and charge +1 in a non-equilibrium geometry, from OMol25.

The calculation puts the HOMO energy at -12.6735 eV. The spin multiplicity is 1. The charge is +1. The calculation puts the molar mass at 126.18 g mol⁻¹.

Positions of all 21 atoms, in Å:
H -2.7077 -0.9537 -1.5392
H -2.7147 -1.1159 0.3154
H 0.3892 -1.9340 0.6275
H -0.3350 1.8916 2.2873
H -0.7916 -0.3197 -2.6975
N -0.6270 1.9362 0.3101
N -0.1118 -0.9159 0.5779
C 0.7565 0.1496 1.2125
C 2.1508 0.3658 0.5897
C -0.9132 -0.7330 -0.7100
C -0.0993 -0.4234 -1.9369
H 0.4209 0.4212 -1.7879
H 0.9933 -0.2066 2.2271
N -1.0664 2.1748 -0.7014
H 2.0021 0.4077 -0.4115
C -0.0948 1.4177 1.3383
H 0.6891 -1.2343 -2.1261
H -0.9599 -1.0634 1.1485
C -2.2184 -0.8587 -0.6511
H 2.3915 1.3994 1.0448
H 2.8464 -0.4051 0.8825

# 3
The following is a quantum chemistry calculation of C6H12N3 as an isolated structure in a non-equilibrium geometry, from OMol25.

The calculation puts the HOMO energy (spin up / spin down) at -9.4866 / -14.3164 eV. The spin multiplicity is 3. The charge is +1. The calculation puts the molar mass at 126.18 g mol⁻¹.

Positions of all 21 atoms, in Å:
H 2.5999 0.6216 -0.7577
C 0.4149 -1.0114 -1.3739
H 3.6021 0.8648 0.7508
H 0.6744 -0.3350 -2.1153
C -1.6691 1.2942 -0.3418
N 1.4126 0.4694 0.9614
C -1.8014 -0.7319 0.9424
H 1.2360 1.5009 1.1479
C 2.8062 0.3456 0.2937
N -0.4373 1.3319 -0.1102
C 0.1661 0.0219 0.2325
H -0.6244 -1.5196 -1.5182
H -2.4499 -1.3367 1.5761
H -2.2426 2.1448 -0.3236
N -0.5859 -0.7245 1.0953
H -3.4159 0.2049 0.0659
H 0.9983 -1.9224 -1.2553
H -2.5375 -0.5478 -1.1371
H 1.2496 -0.0158 1.8171
H 3.0423 -0.6809 0.3025
C -2.4383 0.0259 -0.2525

# 4
The following is a quantum chemistry calculation of an isolated ion of composition C6H12N3O and charge +1 in a non-equilibrium geometry, from OMol25.

The calculation puts the HOMO energy (spin up / spin down) at -13.0011 / -13.0684 eV. The structure (SMILES) is CC1=NN(C)C(=O)[N+]1(C)C. The spin multiplicity is 1. The charge is +1. The calculation puts the molar mass at 142.18 g mol⁻¹.

Positions of all 22 atoms, in Å:
C 1.8260 1.8182 -0.1359
C 0.7621 0.8346 0.0051
H 0.5601 -0.6455 1.9945
N -1.6432 0.5607 -0.0302
H 0.2718 -2.2735 1.2137
H -3.2958 0.5992 1.2144
O -1.5580 -1.7354 0.2470
H 1.0104 -0.6932 -2.1764
H 1.4294 2.6995 0.1565
C -1.1163 -0.6547 0.0574
C 1.2232 -1.1984 -1.2020
C 0.9309 -1.3202 1.2100
H 1.9340 -1.5241 1.1112
H -3.6097 -0.0986 -0.4496
C -3.0483 0.7072 0.1217
H 2.6659 1.5639 0.5207
N -0.7327 1.5621 -0.0923
N 0.4290 -0.6046 -0.0047
H 2.1388 1.8094 -1.2242
H 0.8100 -2.1830 -1.3937
H 2.3443 -0.9720 -1.0099
H -3.3317 1.7484 -0.1333

# 5
The following is a quantum chemistry calculation of one molecule with the formula C6H12N4 in a non-equilibrium geometry, from OMol25.

The calculation puts the HOMO energy (spin up / spin down) at -2.8943 / -7.5899 eV. The spin multiplicity is 3. The calculation puts the molar mass at 140.19 g mol⁻¹.

Positions of all 22 atoms, in Å:
C -2.4323 1.4083 -0.1972
H -2.7054 -0.8824 1.1229
C 1.7841 1.5490 0.2065
C -2.1113 -1.5029 0.3713
H -2.9362 -1.9654 -0.1755
H 2.7114 1.6886 -0.2839
H 1.2143 2.4226 0.4719
C 1.0907 -0.5967 -0.5194
C -1.3671 0.7119 -0.4657
N 1.0847 0.7182 -0.7662
H 1.8926 0.8070 1.0987
H -2.6410 2.4938 -0.4683
N -0.0514 -1.3495 -0.6669
N -0.1152 1.2086 -1.2053
H 3.1020 -0.6990 0.0478
H -1.5386 -2.2265 0.8914
H 0.1151 -2.2801 -0.2109
C 2.1008 -1.2260 0.1354
H 2.1783 -2.2588 0.5263
N -1.3455 -0.7303 -0.6257
H -3.3523 0.8829 0.0472
H -0.1854 2.1871 -1.4084

# 6
The following is a quantum chemistry calculation of an isolated ion of composition C6H12N4O and charge +2 in a non-equilibrium geometry, from OMol25.

The calculation puts the HOMO energy at -16.9185 eV. The structure (SMILES) is NC(=[NH2+])[N+]1=C(C=O)CNCC1. The spin multiplicity is 1. The charge is +2. The calculation puts the molar mass at 156.19 g mol⁻¹.

Positions of all 23 atoms, in Å:
H -1.8569 -0.4343 -1.8870
H 2.6659 -1.4303 -0.4083
C 1.2767 1.6873 0.1569
H 1.4717 2.3075 -0.6950
H 0.5506 -1.6438 1.1828
O -2.2336 1.6961 -0.1407
H 1.5677 -0.4564 -1.4093
H -2.1707 -0.9015 2.2298
N -2.4220 -0.8999 1.1280
H 0.2869 -2.0761 -0.3806
N 2.2964 0.5732 0.2345
C -1.7925 -0.3648 0.0943
C 1.9028 -0.6581 -0.4070
H 3.2532 0.7779 0.1502
H -3.3471 -1.2047 0.9758
H 1.3948 2.1994 1.0916
N -0.4117 -0.0724 0.1651
C -0.0374 1.1660 0.0899
H -3.2439 -1.0144 -1.2233
C -1.1480 2.1828 -0.2753
H -0.8273 3.2823 -0.4571
C 0.6057 -1.1348 0.2463
N -2.2631 -0.7971 -1.0859

# 7
The following is a quantum chemistry calculation of an isolated ion of composition C6H12NO and charge -1 in a non-equilibrium geometry, from OMol25.

The calculation puts the HOMO energy at -2.4216 eV. The structure (SMILES) is N/C=C/CCCC[O-]. The spin multiplicity is 1. The charge is -1. The calculation puts the molar mass at 114.17 g mol⁻¹.

Positions of all 20 atoms, in Å:
C -1.4455 0.3034 0.6977
H -2.2864 0.1077 1.3905
C -0.2753 -1.9304 -0.2563
C 1.2028 -1.4516 0.0707
C -0.6440 1.4076 0.8270
H 1.8924 -2.2016 0.5902
N -1.0920 2.3514 1.8518
H -0.7760 -0.1429 -1.3358
O 1.3470 0.6820 -1.5012
H 1.6894 -1.3581 -2.0632
H 0.1342 1.6859 0.1413
C 1.9283 -0.5705 -1.3538
H -0.3228 -2.6375 -1.1485
H 1.0399 -0.6301 0.8154
H -0.7597 -2.5943 0.4970
C -1.2043 -0.6611 -0.4698
H -2.2515 -0.9167 -0.7933
H 3.0296 -0.5464 -1.0721
H -0.4257 2.9703 2.3185
H -1.4669 1.7628 2.6134

# 8
The following is a quantum chemistry calculation of an isolated ion of composition C6H12NO and charge -1 in a non-equilibrium geometry, from OMol25.

The calculation puts the HOMO energy at -2.3132 eV. The structure (SMILES) is C=CC[C@H](C[O-])NC. The spin multiplicity is 1. The charge is -1. The calculation puts the molar mass at 114.17 g mol⁻¹.

Positions of all 20 atoms, in Å:
H 0.4373 -1.4617 2.0664
H -1.3807 2.1698 2.1504
H 0.3716 0.7993 -2.1845
N -0.7213 0.5609 1.0156
C -0.9701 -0.5493 -3.0641
H 1.7703 -1.8194 0.9293
C -0.1631 -0.1358 -2.0885
H -0.3017 2.6012 0.7751
H 1.1294 0.7989 0.0701
H 0.3709 1.9789 2.2495
H -0.9312 -1.4292 -0.4977
C 1.2271 -0.9543 1.4078
O 2.0269 -0.2138 2.1937
C -0.0256 -0.9204 -0.8259
C 0.4672 -0.0144 0.3676
H -0.8350 -0.0767 1.7983
H -1.0730 0.0151 -3.9892
C -0.4994 1.8814 1.5790
H 0.6590 -1.7735 -0.9038
H -1.5588 -1.4570 -3.0493

# 9
The following is a quantum chemistry calculation of an isolated ion of composition C6H12NO and charge +1 in a non-equilibrium geometry, from OMol25.

The calculation puts the HOMO energy at -14.0804 eV. The spin multiplicity is 1. The charge is +1. The calculation puts the molar mass at 114.17 g mol⁻¹.

Positions of all 20 atoms, in Å:
H 2.6426 0.5810 -0.7293
H 1.8214 -0.6174 1.7664
H 0.4995 -1.6003 1.7540
H -0.3487 0.6087 1.6852
C -2.0807 -0.2017 -0.0915
C -1.3428 1.2485 0.0226
H 1.0225 0.9942 -1.6429
C 1.2074 -1.0451 1.1156
H 1.7672 -0.5032 -1.8631
H -0.9269 1.5853 -0.9155
H -1.1258 -2.0446 -0.5268
H -2.1411 1.9113 0.4354
C 1.5421 0.2416 -1.1220
O -3.2617 -0.2816 -0.0393
C -0.9964 -1.0092 -0.6823
H 1.7173 -1.8090 0.7264
C 0.6781 -0.0595 0.0954
N -0.1595 0.9944 0.8066
H -1.0138 -0.7421 -1.7968
H 0.4993 1.7486 1.0018

# 10
The following is a quantum chemistry calculation of a 2-piece molecular cluster, C6H12NO overall, from OMol25.

The calculation puts the HOMO energy at -12.9269 eV. The spin multiplicity is 1. The charge is +1. The calculation puts the molar mass at 114.17 g mol⁻¹.

Positions of all 20 atoms, in Å:
C -3.0643 -1.0826 -0.5721
H -1.2291 -1.2418 1.3913
C 1.3543 0.7573 -0.7629
H -0.2018 0.0629 1.9086
H 2.2095 -1.5455 0.2256
C -2.5034 0.1267 -0.5063
H 3.2442 1.3368 -0.0983
H 0.6571 -0.0498 -0.9456
N -0.9405 -0.2794 1.3060
H -3.8566 -1.2768 -1.2751
O -1.0232 1.7513 0.4313
C 3.0005 -0.8012 0.2696
H 3.3730 -0.7282 1.2896
H 1.0819 1.7274 -1.1402
H -1.3840 2.3306 -0.2584
C -1.4555 0.5260 0.4134
H -2.7747 -1.9124 0.0533
H 3.8280 -1.1397 -0.3493
C 2.5348 0.5270 -0.2129
H -2.8502 0.9114 -1.1676

# 11
The following is a quantum chemistry calculation of an isolated ion of composition C6H12NO and charge +1 in a non-equilibrium geometry, from OMol25.

The calculation puts the HOMO energy (spin up / spin down) at -12.0265 / -12.0323 eV. The spin multiplicity is 1. The charge is +1. The calculation puts the molar mass at 114.17 g mol⁻¹.

Positions of all 20 atoms, in Å:
C 0.2406 -1.0929 -0.3031
C 1.1692 0.9440 0.7261
H 1.5824 2.0284 -1.1223
H 0.1475 3.6165 0.3641
N 1.7026 2.1562 -0.0753
H 0.5174 1.3404 1.4493
H -1.2505 -3.9131 -1.1712
C -2.1237 -1.2660 -0.4679
H -2.8326 -1.9873 -0.0816
H -2.0898 -0.9838 -1.4956
C 1.2272 3.4409 0.4914
C -0.6271 -3.4556 -0.4269
H 2.6519 2.0885 0.0620
H 1.5106 4.3461 -0.0435
H 1.5403 3.5505 1.5872
H -2.0805 -0.3911 0.1506
O 0.7075 0.0565 -0.2138
C -0.7750 -1.9266 -0.4077
H -0.9744 -3.8116 0.5321
H 0.3919 -3.6732 -0.7850

# 12
The following is a quantum chemistry calculation of a 2-piece molecular cluster, C6H12NO overall in a non-equilibrium geometry, from OMol25.

The calculation puts the HOMO energy at -12.0675 eV. The spin multiplicity is 1. The charge is +1. The calculation puts the molar mass at 114.17 g mol⁻¹.

Positions of all 20 atoms, in Å:
H -0.8439 1.8046 -0.6781
O 2.3774 0.0036 0.7313
H -3.5937 -1.7934 -0.0440
C -0.3714 0.8340 -0.2883
H 5.7867 -0.8341 0.3458
H 5.4693 -0.6588 -1.2817
H -4.8872 -0.5457 -0.0768
H 0.2242 0.4316 -1.0449
H -0.3111 1.4539 1.7840
C -4.0028 -0.9410 -0.5921
N 5.4762 -0.2758 -0.3978
C -2.8087 0.0474 -0.7313
H -4.2604 -1.4051 -1.5464
H 4.4677 0.0397 -0.2102
H -1.3213 -1.1362 0.3233
C 0.2563 1.0344 1.0308
C -1.5302 -0.2112 -0.2618
C 1.4863 0.5573 1.4556
H 1.6461 0.6510 2.5751
H -3.2596 0.9436 -1.0926

> Number 11 is which compound?

C6H12NO

> Which value of molar mass does entry 10 give?

114.17 g mol⁻¹

> Which formula does entry 9 have?

C6H12NO